[1]
{"formula": "C3H3ClOS", "method": "ωB97M-V/def2-TZVPD", "lumo_ev": [-2.3, -3.5], "orbital_gap_ev": [8.08, 6.19], "symbols": ["C", "C", "C", "O", "S", "Cl", "H", "H", "H"], "positions_angstrom": [[-0.048859, 0.120533, 0.463251], [0.821548, 0.067492, -0.765323], [1.074067, 1.060984, 0.227264], [3.558748, 0.564622, -0.688237], [2.522971, 0.006934, 0.148994], [0.252458, 4.023361, -0.103687], [-1.043825, 0.519945, 0.339721], [0.031257, -0.647279, 1.226725], [0.651812, -0.085281, -1.804742]], "forces_ev_per_a": [[0.1, -0.1, 0.2], [0.1, 0.3, 0.9], [-0.1, 0.5, -0.3], [0.5, 0.3, -0.4], [-1.0, 0.0, 0.1], [0.3, -0.9, 0.1], [0.0, 0.2, -0.1], [0.0, -0.1, 0.0], [0.1, -0.2, -0.5]]}

=====

[2]
{"formula": "C5H10N2O2", "method": "ωB97M-V/def2-TZVPD", "lumo_ev": 0.8, "orbital_gap_ev": 9.94, "smiles": "C[C@@H]1COCCN1N=O", "symbols": ["C", "C", "C", "O", "C", "C", "N", "N", "O", "H", "H", "H", "H", "H", "H", "H", "H", "H", "H"], "positions_angstrom": [[-0.643296, 2.139054, 0.034899], [0.009288, 0.788539, 0.316156], [1.291738, 0.618537, -0.516266], [1.720860, -0.722428, -0.657015], [1.154422, -1.609372, 0.279891], [-0.353595, -1.690830, 0.075068], [-0.881206, -0.333136, 0.023911], [-2.154015, -0.109121, -0.248955], [-2.801229, -1.131648, -0.425974], [-1.514317, 2.301862, 0.668942], [-0.966813, 2.210057, -1.008616], [0.084764, 2.933958, 0.222053], [0.274338, 0.736147, 1.380725], [2.091923, 1.216248, -0.049778], [1.114094, 1.003536, -1.526709], [1.612060, -2.589730, 0.104930], [1.398729, -1.322215, 1.316565], [-0.844024, -2.254014, 0.879569], [-0.593727, -2.185448, -0.869400]], "forces_ev_per_a": [[0.1, -0.1, -0.1], [0.0, 0.0, -0.1], [-0.1, 0.4, 0.1], [0.1, -0.1, 0.0], [-0.1, -0.2, 0.2], [0.0, -0.1, 0.1], [-0.1, 0.2, 0.0], [0.2, -0.5, 0.0], [0.0, 0.3, 0.0], [0.1, 0.0, 0.0], [0.0, -0.1, 0.2], [0.0, -0.1, 0.0], [-0.1, 0.0, -0.1], [-0.2, -0.1, -0.1], [0.0, 0.0, 0.1], [-0.1, 0.2, 0.0], [0.0, 0.0, -0.2], [0.0, 0.1, -0.1], [0.0, 0.0, 0.1]]}

=====

[3]
{"formula": "C3H3ClN2S2", "method": "ωB97M-V/def2-TZVPD", "lumo_ev": -0.4, "orbital_gap_ev": 7.74, "symbols": ["C", "C", "C", "H", "H", "H", "N", "N", "S", "S", "Cl"], "positions_angstrom": [[1.330847, 0.013536, -0.159897], [-0.684060, 0.784616, -0.217580], [-0.913557, -0.543914, -0.360204], [3.107171, 1.191989, 0.430172], [-3.019442, 0.137402, 1.028118], [0.569846, -2.120310, -0.393934], [0.632304, 1.208669, -0.055467], [0.323771, -1.089380, -0.234505], [3.119773, -0.097768, 0.020290], [-2.615292, -1.362914, 0.033995], [-1.851364, 1.878069, -0.090992]], "forces_ev_per_a": [[-3.9, 0.4, 0.7], [2.3, -0.3, -0.2], [-1.9, -0.7, 1.2], [0.2, -0.3, -0.1], [0.8, -3.3, -2.1], [-0.5, 2.4, 0.4], [1.0, -4.4, -1.0], [4.4, -0.9, -0.4], [-1.5, 0.2, -0.1], [1.9, 4.2, 1.3], [-2.8, 2.8, 0.3]]}

=====

[4]
{"formula": "C7H17N", "method": "ωB97M-V/def2-TZVPD", "lumo_ev": 0.6, "orbital_gap_ev": 6.35, "symbols": ["C", "C", "C", "C", "C", "C", "H", "H", "H", "H", "H", "H", "H", "H", "H", "H", "H", "H", "C", "N", "H", "H", "H", "H", "H"], "positions_angstrom": [[1.270006, -0.247595, -0.398923], [1.811211, 1.164439, -0.321744], [2.201338, -1.262764, 0.261572], [-1.490482, -1.211437, -1.354727], [-1.275057, 0.022763, -0.527604], [-1.709082, 1.243862, -0.895137], [1.144017, -0.518979, -1.450942], [2.343331, -1.053170, 1.330633], [2.109099, 1.427026, 0.701935], [1.056366, 1.892541, -0.644885], [2.701428, 1.329282, -0.948971], [3.215556, -1.264508, -0.175353], [1.827478, -2.289564, 0.173874], [-1.346321, -0.979607, -2.408430], [-2.513044, -1.589522, -1.223018], [-0.792490, -2.008272, -1.097735], [-1.956845, 1.423423, -1.930897], [-1.685769, 2.107448, -0.249116], [-1.001938, 0.783762, 1.882233], [-1.109163, -0.329927, 0.911925], [-1.823683, -1.004453, 1.221792], [-0.072905, -0.756959, 0.805126], [-1.902732, 1.390610, 1.860035], [-0.129405, 1.367601, 1.600149], [-0.870915, 0.364001, 2.878209]], "forces_ev_per_a": [[-0.2, -0.5, 0.7], [0.0, -0.1, 0.0], [0.4, 0.1, -0.2], [0.2, 0.0, 0.0], [-1.1, 0.4, 0.2], [0.6, -0.7, 0.2], [0.0, -0.1, -0.1], [0.0, 0.0, 0.0], [0.0, 0.0, 0.0], [0.0, 0.1, 0.0], [0.0, 0.0, 0.0], [0.1, -0.1, 0.0], [0.0, 0.0, 0.0], [0.0, 0.0, 0.0], [0.1, 0.1, 0.0], [0.0, 0.1, 0.0], [0.0, -0.1, 0.0], [0.0, 0.0, 0.1], [-0.1, -0.2, -0.2], [0.2, -0.4, 0.5], [0.0, 0.3, -0.2], [0.0, 0.9, -0.9], [0.0, 0.0, 0.0], [0.0, 0.0, 0.0], [0.0, 0.0, -0.1]]}

=====

Looking at relative energy (zero: lowest compared OMol25 entry of this formula, charge and spin) for the records above, in order, we have 594.1, 345.9, 211.1, 454.9 kJ/mol.